Model P:
{"formula": "C4H8NO", "method": "ωB97M-V/def2-TZVPD", "total_charge": -1, "homo_energy_ev": -1.53, "homo_lumo_gap_ev": 5.8325, "smiles": "C[C@@H]1[C@H](C)N1[O-]", "symbols": ["C", "C", "C", "C", "N", "O", "H", "H", "H", "H", "H", "H", "H", "H"], "coordinates": [[-0.48, 0.88, -1.28], [-0.64, 0.88, 0.22], [0.24, -0.04, 0.98], [1.24, -1.20, 0.09], [-1.13, -0.43, 0.79], [-1.91, -0.48, 1.89], [-1.24, 1.54, -1.69], [-0.90, -0.02, -1.64], [0.53, 1.21, -1.59], [-0.83, 1.79, 0.64], [0.76, 0.05, 1.88], [2.28, -1.26, 0.49], [1.38, -0.85, -0.89], [0.70, -2.07, 0.12]], "mulliken_charge": [-1.5208, -0.0913, -0.3462, -1.2533, -0.1957, -0.8540, 0.4176, 0.4760, 0.2392, 0.6463, 0.4971, 0.3477, 0.2706, 0.3667]}

Model Q:
{"formula": "C4H8NO", "method": "ωB97M-V/def2-TZVPD", "total_charge": -1, "homo_energy_ev": -2.20, "homo_lumo_gap_ev": 6.1602, "symbols": ["C", "O", "H", "H", "H", "C", "C", "C", "N", "H", "H", "H", "H", "H"], "coordinates": [[-2.22, -0.19, 1.22], [-1.07, 0.38, 0.79], [-2.13, -0.67, 2.23], [-3.02, 0.57, 1.34], [-2.60, -0.96, 0.53], [0.41, -0.48, -0.84], [0.78, 0.43, -1.82], [2.16, 0.12, 0.46], [1.27, -0.81, 0.14], [-0.57, -0.95, -0.86], [1.83, 0.61, -2.12], [0.02, 0.98, -2.33], [2.35, 0.31, 1.56], [2.78, 0.65, -0.30]], "mulliken_charge": [-0.6321, -0.7173, 0.1573, 0.1501, 0.1816, 0.2278, -0.8613, -0.2941, -0.4319, 0.2862, 0.2303, 0.2592, 0.2392, 0.2052]}

Most stable pick: model P. Distance to second place: 29.6 kJ/mol.

Model P:
{"formula": "ClH2N2P", "method": "ωB97M-V/def2-TZVPD", "homo_energy_ev": -8.32, "homo_lumo_gap_ev": 8.1465, "symbols": ["N", "N", "P", "Cl", "H", "H"], "coordinates": [[1.07, -0.90, -1.05], [1.49, -1.01, 0.06], [0.35, -0.55, -2.33], [-2.83, 2.39, 1.23], [2.38, -1.40, 0.09], [-2.46, 1.47, 2.01]], "mulliken_charge": [0.4440, -0.5131, -0.1698, -0.2417, 0.2400, 0.2405]}

Model Q:
{"formula": "ClH2N2P", "method": "ωB97M-V/def2-TZVPD", "homo_energy_ev": [-8.59, -8.59], "homo_lumo_gap_ev": [8.0212, 8.0204], "symbols": ["N", "N", "P", "Cl", "H", "H"], "coordinates": [[-0.86, -0.67, 0.33], [-1.36, 0.45, 0.22], [-0.15, -2.00, 0.46], [2.22, 0.41, -0.22], [-0.78, 1.06, -0.41], [0.94, 0.75, -0.36]], "mulliken_charge": [0.3748, -0.5504, -0.0338, -0.2295, 0.3040, 0.1349]}

Most stable pick: model P. Distance to second place: 9.3 kJ/mol.

Model P:
{"formula": "C14H16O", "method": "ωB97M-V/def2-TZVPD", "homo_energy_ev": -8.31, "homo_lumo_gap_ev": 9.1052, "smiles": "Cc1ccc(O)cc1.Cc1ccccc1", "symbols": ["C", "C", "C", "C", "C", "O", "C", "C", "H", "H", "H", "H", "H", "H", "H", "H", "C", "C", "C", "C", "C", "C", "C", "H", "H", "H", "H", "H", "H", "H", "H"], "coordinates": [[-2.03, 2.20, -0.10], [-1.31, 1.70, -1.32], [-1.86, 0.79, -2.18], [-1.14, 0.27, -3.27], [0.15, 0.69, -3.45], [0.99, 0.28, -4.46], [0.66, 1.76, -2.68], [-0.06, 2.28, -1.65], [-2.32, 3.25, -0.25], [-1.44, 2.29, 0.81], [-2.93, 1.61, 0.08], [-2.85, 0.42, -1.95], [-1.53, -0.61, -3.77], [0.49, -0.30, -5.05], [1.58, 2.18, -3.04], [0.19, 3.17, -1.08], [2.25, -2.63, 1.36], [1.30, -1.90, 2.28], [-0.04, -2.34, 2.37], [-0.93, -1.68, 3.19], [-0.53, -0.51, 3.83], [0.77, -0.08, 3.76], [1.67, -0.74, 2.90], [2.50, -3.64, 1.70], [3.18, -2.07, 1.28], [1.80, -2.77, 0.37], [-0.28, -3.22, 1.81], [-1.98, -1.95, 3.16], [-1.24, 0.03, 4.42], [1.12, 0.71, 4.41], [2.60, -0.22, 2.72]], "mulliken_charge": [-1.4441, 0.6800, -0.5470, -0.5731, 0.6880, -0.5240, -0.3970, -0.5777, 0.3314, 0.3389, 0.3428, 0.3059, 0.2814, 0.2923, 0.4139, 0.3866, -1.3773, 0.9012, -0.4288, -0.5635, -0.3968, -0.5382, -0.3697, 0.3125, 0.3497, 0.3195, 0.3951, 0.3453, 0.4050, 0.3740, 0.2737]}

Model Q:
{"formula": "C14H16O", "method": "ωB97M-V/def2-TZVPD", "homo_energy_ev": -8.79, "homo_lumo_gap_ev": 9.6243, "smiles": "Cc1ccc(O)cc1.Cc1ccccc1", "symbols": ["C", "C", "C", "C", "C", "O", "C", "C", "H", "H", "H", "H", "H", "H", "H", "H", "C", "C", "C", "C", "C", "C", "C", "H", "H", "H", "H", "H", "H", "H", "H"], "coordinates": [[-0.84, 1.47, -1.26], [0.57, 1.77, -0.78], [1.34, 2.58, -1.76], [2.58, 3.12, -1.49], [3.26, 2.63, -0.34], [4.51, 3.01, 0.04], [2.66, 1.83, 0.58], [1.26, 1.39, 0.33], [-0.83, 1.06, -2.20], [-1.61, 2.33, -1.14], [-1.24, 0.63, -0.53], [0.94, 2.71, -2.80], [3.03, 3.67, -2.38], [4.32, 3.72, 0.75], [2.92, 1.34, 1.49], [0.73, 0.80, 0.93], [-4.20, -1.70, 1.41], [-3.07, -2.45, 0.90], [-2.52, -1.97, -0.31], [-1.22, -2.14, -0.57], [-0.52, -3.05, 0.20], [-1.04, -3.77, 1.23], [-2.31, -3.31, 1.70], [-4.65, -0.83, 0.80], [-3.96, -1.13, 2.34], [-5.12, -2.30, 1.58], [-3.14, -1.40, -0.94], [-0.59, -1.65, -1.38], [0.46, -3.35, -0.23], [-0.64, -4.65, 1.67], [-2.46, -3.45, 2.72]], "mulliken_charge": [-0.9083, 0.3476, -0.3921, -0.5434, 0.4349, -0.5727, -0.4230, -0.4336, 0.4142, 0.3193, -0.0251, 0.2443, 0.2843, 0.3589, 0.3434, 0.5562, -1.2834, 0.8734, -0.6479, -0.2425, -0.3631, -0.6383, -0.5412, 0.2959, 0.2650, 0.3184, 0.4302, 0.3607, 0.3190, 0.4278, 0.4212]}

Most stable pick: model P. Distance to second place: 249.4 kJ/mol.

Model P:
{"formula": "C14H16O", "method": "ωB97M-V/def2-TZVPD", "homo_energy_ev": -8.46, "homo_lumo_gap_ev": 9.3382, "smiles": "Cc1ccc(O)cc1.Cc1ccccc1", "symbols": ["C", "C", "C", "C", "C", "O", "C", "C", "H", "H", "H", "H", "H", "H", "H", "H", "C", "C", "C", "C", "C", "C", "C", "H", "H", "H", "H", "H", "H", "H", "H"], "coordinates": [[0.21, -1.31, 1.62], [-0.27, -1.79, 0.27], [0.20, -1.49, -1.01], [-0.20, -2.23, -2.11], [-0.97, -3.36, -1.85], [-1.38, -4.02, -2.99], [-1.37, -3.77, -0.57], [-1.06, -2.94, 0.47], [-0.61, -1.64, 2.33], [0.35, -0.20, 1.62], [1.15, -1.83, 1.89], [0.81, -0.59, -1.12], [0.02, -2.01, -3.17], [-2.33, -3.95, -3.08], [-2.01, -4.67, -0.53], [-1.46, -3.13, 1.52], [2.84, 2.34, 0.06], [1.26, 2.59, 0.42], [0.45, 2.37, -0.63], [-0.88, 2.44, -0.41], [-1.42, 2.75, 0.79], [-0.64, 2.87, 1.86], [0.75, 2.91, 1.66], [3.06, 2.77, -0.99], [2.77, 1.23, 0.12], [3.46, 2.77, 0.83], [0.84, 2.46, -1.69], [-1.37, 2.37, -1.46], [-2.48, 2.79, 0.91], [-1.12, 2.98, 2.82], [1.41, 3.29, 2.43]], "mulliken_charge": [-0.8602, 0.5603, -0.1239, -0.4971, 0.3863, -0.5478, -0.8610, -0.2195, 0.3495, 0.0894, 0.2608, 0.2861, 0.3721, 0.3201, 0.3696, 0.1226, -1.1364, 0.7315, -0.3709, -0.2197, -0.6246, -0.3859, -0.4955, 0.2823, 0.2451, 0.3769, 0.2365, 0.1978, 0.3760, 0.4300, 0.3493]}

Model Q:
{"formula": "C14H16O", "method": "ωB97M-V/def2-TZVPD", "homo_energy_ev": -8.34, "homo_lumo_gap_ev": 9.0834, "smiles": "Cc1ccc(O)cc1.Cc1ccccc1", "symbols": ["C", "C", "C", "C", "C", "O", "C", "C", "H", "H", "H", "H", "H", "H", "H", "H", "C", "C", "C", "C", "C", "C", "C", "H", "H", "H", "H", "H", "H", "H", "H"], "coordinates": [[-0.72, -2.76, 0.99], [-1.76, -1.76, 0.86], [-1.92, -0.88, -0.32], [-3.04, -0.17, -0.50], [-3.97, 0.04, 0.56], [-5.15, 0.82, 0.44], [-3.64, -0.46, 1.80], [-2.63, -1.46, 1.92], [-1.15, -3.71, 1.43], [0.11, -2.46, 1.61], [-0.31, -3.21, -0.02], [-1.12, -1.08, -1.10], [-3.35, 0.21, -1.53], [-5.47, 1.23, 1.38], [-4.19, -0.27, 2.72], [-2.57, -2.06, 2.85], [4.62, 0.76, -1.85], [3.34, 1.01, -1.14], [2.15, 0.71, -1.83], [0.93, 1.02, -1.22], [0.98, 1.53, 0.13], [2.13, 1.92, 0.73], [3.34, 1.66, 0.08], [4.78, 1.43, -2.81], [4.69, -0.20, -2.25], [5.43, 0.88, -1.15], [2.27, 0.33, -2.85], [-0.08, 0.86, -1.60], [-0.11, 1.59, 0.52], [2.14, 2.50, 1.68], [4.26, 2.00, 0.45]], "mulliken_charge": [-1.2127, 0.3823, -0.4772, -0.4349, 0.9828, -0.5937, -0.6851, -0.5186, 0.3416, 0.2663, 0.3199, 0.4347, 0.3016, 0.3391, 0.2489, 0.3115, -1.4449, 0.9325, -0.3985, -0.7387, -0.2419, -0.5681, -0.4217, 0.2459, 0.3963, 0.3881, 0.3479, 0.5963, 0.1637, 0.3078, 0.4288]}

Most stable pick: model Q. Distance to second place: 9.2 kJ/mol.

Model P:
{"formula": "C4H10NO3", "method": "ωB97M-V/def2-TZVPD", "total_charge": -1, "homo_energy_ev": -4.14, "homo_lumo_gap_ev": 7.8549, "symbols": ["O", "C", "O", "C", "C", "C", "N", "H", "H", "H", "H", "H", "H", "H", "H", "H", "H", "O"], "coordinates": [[-2.46, 2.08, 0.50], [-1.40, 1.64, 0.05], [-0.79, 1.75, -1.04], [-0.50, 0.76, 1.12], [-0.07, -0.54, 0.43], [0.91, -1.41, 1.21], [1.23, -2.72, 0.70], [-1.26, 0.51, 1.86], [0.33, 1.40, 1.42], [0.50, -0.22, -0.45], [-0.99, -1.08, 0.17], [1.72, -0.70, 1.32], [0.60, -1.48, 2.28], [2.07, -2.57, 0.12], [0.70, -3.07, -0.10], [-0.57, 2.57, -3.03], [0.06, 1.16, -3.01], [-0.10, 1.91, -3.55]], "mulliken_charge": [-0.7142, 0.3858, -0.6241, -0.7599, -0.2270, -0.6037, -0.6583, 0.2531, 0.3528, 0.1362, 0.2753, 0.2687, 0.3283, 0.2759, 0.2869, 0.3566, 0.3399, -0.6722]}

Model Q:
{"formula": "C4H10NO3", "method": "ωB97M-V/def2-TZVPD", "total_charge": -1, "homo_energy_ev": -4.42, "homo_lumo_gap_ev": 5.1784, "symbols": ["O", "C", "C", "C", "N", "C", "O", "H", "H", "H", "H", "H", "H", "H", "H", "H", "H", "O"], "coordinates": [[1.44, -1.76, 0.45], [1.44, -0.47, 0.60], [1.29, 0.27, -0.79], [0.33, -0.49, -1.68], [0.51, -0.09, 1.69], [-0.76, 0.19, 1.30], [-0.96, 1.56, 0.52], [2.39, -0.06, 1.01], [2.25, -0.01, -1.25], [-0.71, -0.24, -1.42], [0.44, -0.30, -2.76], [0.47, -1.57, -1.55], [1.12, 1.33, -0.61], [-1.48, 0.37, 2.09], [-1.24, -0.44, 0.49], [-1.65, 1.26, -0.17], [-3.30, 0.23, -1.06], [-2.46, 0.63, -1.31]], "mulliken_charge": [-0.5955, 0.2991, -0.4882, -1.0187, -0.2756, -0.5222, -0.5567, 0.2752, 0.3873, 0.2038, 0.3326, 0.2682, 0.3523, 0.3162, 0.4295, 0.4210, 0.1654, -0.9937]}

Most stable pick: model P. Distance to second place: 634.8 kJ/mol.

Model P:
{"formula": "C3H3ClN3OS", "method": "ωB97M-V/def2-TZVPD", "total_charge": 1, "homo_energy_ev": -13.37, "homo_lumo_gap_ev": 7.7905, "symbols": ["C", "C", "C", "N", "N", "N", "O", "S", "Cl", "H", "H", "H"], "coordinates": [[1.26, -2.43, -0.14], [-0.02, -1.85, -0.38], [-0.23, 0.54, -0.26], [-0.95, -2.74, -0.53], [-0.35, -0.63, -0.79], [-0.61, -3.92, -0.23], [-0.62, 1.60, -0.86], [1.17, -4.06, -0.05], [-1.53, -5.29, -0.34], [2.21, -2.03, 0.07], [0.12, 0.72, 0.78], [-0.96, 2.47, -0.46]], "mulliken_charge": [-0.1594, 0.2206, 0.2403, -0.2530, -0.3209, 0.2616, -0.4443, 0.2004, 0.1415, 0.4085, 0.2712, 0.4335]}

Model Q:
{"formula": "C3H3ClN3OS", "method": "ωB97M-V/def2-TZVPD", "total_charge": 1, "homo_energy_ev": -14.70, "homo_lumo_gap_ev": 9.0410, "symbols": ["C", "C", "C", "N", "N", "N", "O", "S", "Cl", "H", "H", "H"], "coordinates": [[1.63, -1.80, -0.08], [-1.94, -0.91, -0.13], [-0.56, -0.65, -0.10], [0.46, -1.51, -0.07], [-0.38, 0.67, 0.06], [-1.64, 1.52, 0.00], [2.73, -2.10, -0.10], [-2.85, 0.51, -0.04], [2.47, 1.91, 0.01], [-2.27, -1.96, -0.10], [0.55, 1.32, 0.15], [1.80, 2.99, 0.41]], "mulliken_charge": [0.5867, -0.3033, 0.3507, -0.2703, 0.3079, -0.2619, -0.2830, 0.3158, -0.3056, 0.3888, 0.1443, 0.3300]}

Most stable pick: model Q. Distance to second place: 164.7 kJ/mol.